{
  "formula": "C10H8Cl3N6O2Se3TaTe",
  "method": "ωB97M-V with the def2-TZVPD basis set",
  "symbols": ["Se", "H", "H", "Cl", "H", "H", "N", "C", "H", "Se", "C", "C", "C", "Cl", "C", "H", "Se", "N", "H", "N", "C", "C", "Cl", "H", "N", "C", "C", "Te", "O", "N", "O", "C", "Ta", "N"],
  "positions_angstrom": [[2.417, -1.882, 0.218], [0.617, 2.097, -2.815], [0.569, 5.056, -0.263], [-2.566, -0.205, -0.355], [0.300, -2.735, -2.077], [0.192, -0.008, 3.480], [0.325, 0.973, 3.305], [0.374, -1.678, -2.291], [0.663, 0.556, -4.797], [4.027, -2.353, 1.813], [-2.152, -2.401, 0.741], [0.478, -1.204, -3.585], [-3.371, -1.871, -0.020], [-3.667, -2.684, -1.506], [0.575, 0.161, -3.793], [0.303, 1.624, 4.074], [0.587, -2.480, 3.082], [0.489, 2.598, -0.379], [0.485, -1.904, -4.409], [0.324, 0.646, 0.972], [0.466, 3.328, 0.780], [0.557, 1.024, -2.703], [-4.753, -1.694, 0.982], [0.511, 5.225, 1.472], [0.370, -0.842, -1.241], [0.454, 0.484, -1.441], [0.345, 1.481, 2.082], [2.745, -3.656, 3.447], [-1.850, -1.902, 1.859], [0.510, 4.641, 0.652], [-1.193, -2.986, 0.091], [0.418, 1.321, -0.217], [0.049, -1.531, 0.846], [0.404, 2.802, 1.997]],
  "mulliken_charge": [0.1869, 0.6011, 0.2536, 0.0062, 0.5832, -0.0793, -0.1391, -0.1992, 0.4795, -0.1434, 0.2919, -0.8360, 0.6611, -0.0306, -0.5696, 0.3039, -0.0695, -0.6503, 0.4678, -0.5985, 0.3191, -0.5004, -0.0278, 0.2689, 0.2387, 1.1112, 0.8159, 0.2398, -0.4925, -0.2967, -0.5203, -0.1565, 1.1783, -0.6975],
  "gap_ev": [5.541, 5.555],
  "charge": 2,
  "e_homo_ev": [-13.84, -13.84]
}